No. 1
This record from OMol25 describes a structure of composition C3H4LiO4Pm in a non-equilibrium geometry. The level of theory is ωB97M-V with the def2-TZVPD basis set.

Atoms and positions in Å:
H: -2.448075 0.877665 1.201697
C: -1.711012 0.537150 0.462600
C: -2.350150 -0.249785 -0.610248
O: -1.737929 -0.961852 0.456539
H: -3.438497 -0.357324 -0.640358
H: -1.856795 -0.362075 -1.581569
O: 1.277042 -0.593077 0.121348
C: 2.357405 0.033705 0.338036
O: 3.496981 -0.430978 -0.088474
Li: -0.072705 -1.845652 0.375785
H: 3.887493 0.535249 -0.424732
Pm: 0.299442 1.515886 0.312577
O: 2.296802 1.301084 0.076796

Cartesian forces, eV/Å:
H 0.1 0.1 0.0
C -1.6 -1.3 0.8
C -0.4 -0.2 -0.7
O 0.5 0.0 0.0
H 0.4 0.2 0.0
H -0.2 0.0 0.2
O -0.9 -1.0 2.8
C 2.1 -0.5 -7.0
O 1.3 2.2 0.8
Li -0.3 -0.7 0.1
H -0.1 -3.6 1.2
Pm -2.8 3.5 -0.1
O 1.9 1.4 2.0

**Multiplicity**: 5
**Total charge**: +2
**E**: -28106.343 eV
**Relative energy (zero: lowest compared OMol25 entry of this formula, charge and spin)**: 59.1 kcal/mol

No. 2
This record from OMol25 describes a structure of composition C3H4LiO4Pm in a non-equilibrium geometry. The level of theory is ωB97M-V with the def2-TZVPD basis set.

Atoms and positions in Å:
H: -2.370193 0.937574 1.202629
C: -1.655771 0.569894 0.454132
C: -2.342615 -0.164978 -0.626595
O: -1.760702 -0.925861 0.423850
H: -3.435517 -0.214539 -0.648162
H: -1.863707 -0.289347 -1.603493
O: 1.282091 -0.686618 0.186378
C: 2.451335 -0.223504 0.389761
O: 3.530262 -0.616603 -0.102633
Li: -0.134412 -1.887641 0.350898
H: 3.462333 0.979418 -0.454674
Pm: 0.419559 1.405524 0.334985
O: 2.417340 1.116687 0.092929

Cartesian forces, eV/Å:
H 0.1 0.1 0.0
C -1.5 -1.3 0.4
C -0.5 -0.3 -0.6
O 0.4 0.0 0.0
H 0.4 0.1 0.0
H -0.2 0.0 0.2
O -1.8 -1.2 2.7
C 4.2 -2.3 -7.2
O -1.1 -1.1 2.9
Li -0.3 -0.7 0.1
H -2.3 0.2 1.8
Pm -3.4 3.9 0.4
O 5.8 2.7 -0.7

**Multiplicity**: 5
**Total charge**: +2
**E**: -28105.007 eV
**Relative energy (zero: lowest compared OMol25 entry of this formula, charge and spin)**: 89.9 kcal/mol

No. 3
This record from OMol25 describes a structure of composition C3H4MgO4Yb in a non-equilibrium geometry. The level of theory is ωB97M-V with the def2-TZVPD basis set.

Atoms and positions in Å:
O: -2.143943 4.676047 5.638922
C: -2.827883 5.072233 4.526504
O: -4.015833 5.780269 4.839167
C: -3.804193 6.957610 5.668248
Mg: -2.331348 6.086291 6.915421
H: -3.167638 4.207803 3.926591
H: -4.793517 7.210337 6.077565
H: -3.505315 7.795202 5.006779
H: -2.099685 5.807061 3.780487
O: -1.116993 8.365683 2.717731
C: -0.770365 7.198189 2.997666
O: 0.380254 6.766111 2.771888
Yb: 0.897252 8.727485 1.760024

Cartesian forces, eV/Å:
O -0.5 1.3 0.5
C 3.0 0.0 -2.7
O 0.0 2.4 3.3
C -2.9 -0.9 -3.3
Mg 0.5 -1.4 -0.2
H 0.2 0.4 0.2
H 0.4 -0.2 0.2
H 1.0 -0.2 0.5
H -1.8 -1.5 1.7
O -0.9 0.3 0.2
C 1.1 0.6 -0.4
O -0.1 -0.6 0.2
Yb 0.1 -0.1 -0.1

**Multiplicity**: 3
**Total charge**: +2
**E**: -48319.776 eV
**Relative energy (zero: lowest compared OMol25 entry of this formula, charge and spin)**: 4.6 kcal/mol

No. 4
This record from OMol25 describes an isolated molecule of C3H4N2 in a non-equilibrium geometry. The level of theory is ωB97M-V with the def2-TZVPD basis set.

Atoms and positions in Å:
C: 0.691243 0.854082 -0.009052
C: 1.174475 -0.487638 0.184247
N: 0.145881 -1.328316 0.317776
N: -0.940019 -0.611576 0.140585
C: -0.676231 0.704016 -0.044426
H: 1.200619 1.814010 -0.066050
H: 1.693780 -1.224644 -0.416171
H: -1.802890 -1.116896 0.090539
H: -1.486855 1.396966 -0.197447

Cartesian forces, eV/Å:
C -0.1 -0.4 -0.2
C -1.0 -0.6 -0.8
N -0.7 -0.1 -0.3
N -0.6 0.3 0.6
C -0.1 0.0 0.2
H 0.1 -0.6 -0.2
H 2.8 0.9 0.5
H -0.4 0.3 0.2
H 0.1 0.1 0.1

**Multiplicity**: 1
**E**: -6153.968 eV
**Relative energy (zero: lowest compared OMol25 entry of this formula, charge and spin)**: 44.6 kcal/mol

No. 5
This record from OMol25 describes an isolated molecule of C3H4N2 in a non-equilibrium geometry. The level of theory is ωB97M-V with the def2-TZVPD basis set.

Atoms and positions in Å:
N: 2.721037 -0.039763 -0.374921
C: 1.639369 -0.110249 0.024935
C: 0.263927 -0.221043 0.431325
C: -0.759400 0.628006 -0.227308
N: -0.648604 -0.780985 -0.587094
H: 0.143572 -0.455026 1.495175
H: -0.367296 1.322792 -1.002591
H: -1.579327 0.977770 0.390453
H: -1.413281 -1.321500 -0.149970

Cartesian forces, eV/Å:
N -0.8 0.0 0.5
C 1.1 -0.1 -0.7
C -0.4 -0.2 0.6
C 0.7 0.7 -0.7
N -0.6 -0.2 0.5
H -0.1 0.0 -0.5
H -0.6 -0.5 0.6
H 0.0 0.0 -0.1
H 0.7 0.3 -0.2

**Multiplicity**: 1
**E**: -6154.308 eV
**Relative energy (zero: lowest compared OMol25 entry of this formula, charge and spin)**: 36.7 kcal/mol

No. 6
This record from OMol25 describes an isolated molecule of C3H4N2 in a non-equilibrium geometry. The level of theory is ωB97M-V with the def2-TZVPD basis set.

Atoms and positions in Å:
C: -0.561842 0.469355 0.888738
N: -1.065677 0.569962 -0.188702
N: -0.207433 -0.044531 -1.267529
C: 0.715722 -0.654556 -0.579775
C: 0.779685 -0.181059 0.855427
H: -1.135401 0.465798 1.795486
H: 1.369156 -1.366825 -1.064603
H: 1.974960 0.314214 0.704466
H: 1.101661 -0.893644 1.771925

Cartesian forces, eV/Å:
C 3.6 -0.8 5.3
N -2.9 0.3 -6.8
N 0.5 -0.5 2.6
C -1.0 0.5 -0.6
C 4.5 -2.0 0.7
H -0.1 1.0 0.4
H 0.4 0.3 0.0
H -3.6 -0.2 0.7
H -1.3 1.2 -2.3

**Multiplicity**: 1
**E**: -6152.579 eV
**Relative energy (zero: lowest compared OMol25 entry of this formula, charge and spin)**: 76.6 kcal/mol

No. 7
This record from OMol25 describes an isolated molecule of C3H4N2 in a non-equilibrium geometry. The level of theory is ωB97M-V with the def2-TZVPD basis set.

Atoms and positions in Å:
N: 2.966750 -0.583064 0.047190
C: 1.758176 -0.118982 -0.134883
C: 0.603497 0.821987 -0.087772
C: -0.677949 0.453821 -0.075448
N: -1.259400 -0.798443 -0.053290
H: 1.218196 1.857810 -0.057676
H: -1.645629 1.188189 0.423642
H: -2.290550 -1.044259 0.050587
H: -0.673089 -1.777055 -0.112354

Cartesian forces, eV/Å:
N -10.9 3.8 -1.8
C 9.2 -3.1 1.8
C 4.2 0.8 -0.5
C -4.9 1.1 3.2
N 1.0 -4.2 -0.4
H -2.8 -2.0 0.1
H 3.4 -1.4 -2.3
H 2.3 1.4 -0.2
H -1.6 3.7 0.0

**Multiplicity**: 1
**E**: -6152.226 eV
**Relative energy (zero: lowest compared OMol25 entry of this formula, charge and spin)**: 84.7 kcal/mol

No. 8
This record from OMol25 describes an isolated molecule of C3H4N2 in a non-equilibrium geometry. The level of theory is ωB97M-V with the def2-TZVPD basis set.

Atoms and positions in Å:
C: 0.066764 0.478429 1.115735
C: 0.804537 -0.407756 0.448795
N: 0.215238 -0.435638 -0.823900
C: -0.921424 0.302854 -0.815828
N: -1.034421 0.815679 0.439928
H: 0.225169 0.838655 2.080034
H: 1.779718 -0.773910 0.629111
H: 0.594056 -1.132095 -1.467637
H: -1.729637 0.313782 -1.606236

Cartesian forces, eV/Å:
C -0.8 -0.4 0.5
C 0.1 0.6 -2.2
N 1.3 -1.7 0.1
C -0.7 -0.1 2.2
N -1.4 0.9 -2.9
H 0.2 0.5 1.4
H 0.6 -0.5 0.0
H -0.8 0.7 -0.2
H 1.4 0.1 1.1

**Multiplicity**: 1
**E**: -6155.411 eV
**Relative energy (zero: lowest compared OMol25 entry of this formula, charge and spin)**: 11.3 kcal/mol